A single C4H8O2 molecule, computed with ωB97M-V with the def2-TZVPD basis set.

Cartesian coordinates (Å):
O (-0.33832, -1.09955, -1.56762)
C (0.56443, -1.48306, -0.55984)
C (0.29997, -0.43684, 0.51695)
C (0.56437, 1.02328, 0.15713)
C (-0.90180, 1.28871, 0.46671)
O (-1.22893, -0.11599, 0.51594)
H (-1.09262, -0.72024, -1.02599)
H (0.37060, -2.49647, -0.16199)
H (1.62067, -1.50423, -0.91766)
H (0.57444, -0.75130, 1.52711)
H (1.28035, 1.55231, 0.78195)
H (0.81015, 1.14169, -0.90193)
H (-1.46057, 1.86263, -0.28157)
H (-1.06274, 1.73906, 1.45080)

* SMILES: OC[C@H]1CCO1
* energy: -307.62858 Ha
* lowest unoccupied orbital energy: 0.039 Ha
* energy relative to the best compared isomer or geometry (same formula, charge and spin): 52.6 kcal per mole
* net charge: 0
* spin multiplicity: 1